The following is a quantum chemistry calculation of C21H26N2O4S in the gas phase, from the OMol25 dataset.

Each line ends with the Löwdin charge.
Atoms and positions in Å:
C (-3.0588, -4.0066, 0.6887)  -0.044
C (-3.2521, -2.5282, 0.5476)  -0.278
C (-3.3980, -1.9637, -0.7166)  -0.028
C (-3.5687, -0.6002, -0.8631)  -0.055
C (-3.5907, 0.2025, 0.2601)  -0.286
S (-3.6865, 1.9801, 0.0719)  0.652
O (-4.1659, 2.2706, -1.2485)  -0.284
O (-4.3629, 2.5343, 1.2057)  -0.282
N (-2.1256, 2.5197, 0.1372)  -0.079
C (-1.2432, 2.1831, -0.9490)  -0.311
C (-0.0412, 3.1517, -0.9459)  -0.027
C (0.8645, 2.8092, 0.2243)  -0.498
O (0.5026, 2.9051, 1.3819)  0.057
N (2.1032, 2.4039, -0.1261)  0.090
C (3.0404, 1.8570, 0.8250)  -0.109
C (3.1377, 0.3343, 0.6524)  -0.308
C (4.2420, -0.2995, 1.5171)  -0.120
C (5.3456, -0.6074, 0.5045)  -0.152
C (4.5265, -0.8642, -0.7576)  -0.199
O (3.4623, 0.0630, -0.7103)  -0.111
C (-0.7513, 0.7491, -0.9321)  -0.198
C (-0.5288, 0.0698, 0.2589)  -0.054
C (-0.0898, -1.2425, 0.2468)  -0.088
C (0.1520, -1.8867, -0.9537)  -0.087
C (-0.0475, -1.2111, -2.1445)  -0.074
C (-0.5005, 0.0955, -2.1319)  -0.032
C (-3.4706, -0.3359, 1.5245)  -0.061
C (-3.3039, -1.7029, 1.6651)  -0.034
H (-2.7554, -4.2674, 1.6990)  0.076
H (-3.9890, -4.5283, 0.4646)  0.086
H (-2.3034, -4.3592, -0.0107)  0.077
H (-3.3711, -2.6000, -1.5889)  0.121
H (-3.6879, -0.1416, -1.8316)  0.118
H (-1.6902, 2.5807, 1.0453)  0.105
H (-1.8360, 2.3472, -1.8563)  0.143
H (-0.4229, 4.1648, -0.8156)  0.134
H (0.4948, 3.0802, -1.8916)  0.121
H (2.2986, 2.1659, -1.0865)  0.139
H (4.0224, 2.3100, 0.6587)  0.134
H (2.6794, 2.1047, 1.8247)  0.130
H (2.1540, -0.1030, 0.8680)  0.127
H (3.8799, -1.2197, 1.9748)  0.115
H (4.5698, 0.3756, 2.3042)  0.115
H (5.9880, 0.2617, 0.3619)  0.113
H (5.9577, -1.4602, 0.7864)  0.111
H (4.1299, -1.8902, -0.7581)  0.123
H (5.0757, -0.6940, -1.6847)  0.122
H (-0.6962, 0.5654, 1.2032)  0.119
H (0.0619, -1.7633, 1.1814)  0.114
H (0.4971, -2.9101, -0.9606)  0.103
H (0.1445, -1.7046, -3.0858)  0.104
H (-0.6690, 0.6161, -3.0639)  0.120
H (-3.5158, 0.3218, 2.3784)  0.118
H (-3.2073, -2.1328, 2.6515)  0.114

Atoms 1-6, force components in eV/Å:
-0.06 0.02 -0.01
-0.03 0.05 0.01
-0.01 0.09 0.12
-0.10 -0.04 -0.15
-0.26 0.64 -0.05
0.13 0.17 0.23

***

The following is a quantum chemistry calculation of a molecular structure, C48H43GaN2O2P2S2, from the OMol25 dataset.

Results
Net charge = +2

Each line ends with the Löwdin charge.
Atoms and positions in Å:
Ga (-1.8186, -0.8487, -1.2838)  0.938
O (-0.5743, -0.5512, 2.9322)  -0.479
S (-0.9858, -0.9413, 1.5196)  0.748
C (-2.5698, 0.0279, 1.0505)  -0.434
C (-3.8131, -0.6773, 1.0454)  -0.109
C (-5.0262, -0.0743, 1.3875)  -0.014
C (-5.0479, 1.2547, 1.7819)  -0.001
C (-3.8281, 1.9676, 1.8191)  -0.040
C (-2.6154, 1.3916, 1.4237)  -0.349
P (-1.1731, 2.4234, 1.2063)  0.875
C (-1.0354, 3.3707, 2.7748)  -0.336
C (-0.9027, 4.7554, 2.8665)  -0.054
C (-0.7594, 5.3527, 4.1393)  -0.058
C (-0.8394, 4.6191, 5.2989)  -0.052
C (-1.0586, 3.2506, 5.1870)  -0.056
C (-1.2065, 2.6270, 3.9633)  -0.075
C (-1.4263, 3.6562, -0.1274)  -0.342
C (-0.3881, 4.4802, -0.4856)  -0.111
C (-0.5349, 5.4190, -1.5547)  -0.038
C (-1.7487, 5.5195, -2.2078)  -0.038
C (-2.8125, 4.6564, -1.8393)  -0.026
C (-2.6630, 3.7286, -0.8006)  -0.053
C (-1.6324, -2.5344, 1.7863)  -0.450
C (-2.5575, -2.8124, 2.8121)  -0.070
C (-3.0162, -4.1027, 2.9633)  -0.027
C (-2.3810, -5.1425, 2.2436)  -0.035
C (-1.3967, -4.8854, 1.3501)  -0.072
C (-0.9815, -3.5594, 1.1112)  -0.360
P (0.5057, -3.0279, 0.1782)  1.033
C (1.7858, -4.0401, 1.0925)  -0.334
C (2.7644, -3.3652, 1.8197)  -0.097
C (3.7492, -4.1352, 2.4608)  -0.079
C (3.7479, -5.5194, 2.4489)  -0.059
C (2.7791, -6.1613, 1.6762)  -0.073
C (1.8184, -5.4585, 1.0219)  -0.089
C (0.3787, -3.9666, -1.3371)  -0.438
C (-0.8434, -4.4293, -1.7890)  -0.141
C (-0.9643, -5.1174, -2.9915)  -0.063
C (0.1843, -5.3134, -3.7550)  -0.078
C (1.4238, -4.9212, -3.3023)  -0.073
C (1.5244, -4.2121, -2.1162)  -0.088
H (-3.7993, -1.7593, 0.9350)  0.104
H (-5.8745, -0.7327, 1.4847)  0.126
H (-5.9132, 1.6920, 2.1947)  0.111
H (-3.8091, 3.0382, 2.0688)  0.135
H (-0.8323, 5.4037, 1.9771)  0.110
H (-0.6281, 6.4239, 4.2001)  0.114
H (-0.7153, 5.0751, 6.3233)  0.143
H (-1.1430, 2.6869, 6.1006)  0.115
H (-1.2838, 1.5545, 3.9386)  0.089
H (0.5239, 4.6022, 0.1297)  0.119
H (0.3434, 5.9282, -1.9547)  0.119
H (-1.9209, 6.2517, -2.9600)  0.108
H (-3.7606, 4.7525, -2.3108)  0.104
H (-3.4575, 3.0804, -0.4844)  0.094
H (-2.8327, -2.0401, 3.5317)  0.133
H (-3.7903, -4.2801, 3.7007)  0.119
H (-2.6980, -6.1612, 2.4599)  0.125
H (-0.9861, -5.7118, 0.7511)  0.117
H (2.7073, -2.3168, 1.9824)  0.074
H (4.4703, -3.6201, 3.1334)  0.118
H (4.5103, -6.1162, 2.9294)  0.113
H (2.7759, -7.2306, 1.6070)  0.110
H (1.0147, -5.9682, 0.5128)  0.094
H (-1.7604, -4.2219, -1.1897)  0.101
H (-1.9044, -5.4164, -3.4184)  0.106
H (0.0592, -5.8724, -4.6946)  0.119
H (2.3481, -5.0634, -3.8473)  0.112
H (2.4805, -3.8451, -1.7170)  0.115
C (4.5525, 2.9908, -1.5963)  -0.047
C (4.0030, 1.5370, -1.5657)  -0.131
N (3.0527, 1.3842, -0.3913)  -0.082
C (3.6562, 1.1001, 0.9059)  -0.222
C (3.8926, 2.4010, 1.6856)  -0.060
C (1.7268, 1.6158, -0.5315)  -0.402
S (0.7109, 1.5819, 1.1033)  0.849
N (1.1949, 1.8367, -1.7143)  0.134
C (0.0749, 1.3227, -2.1981)  -0.358
O (-0.9511, 0.9927, -1.4627)  -0.241
C (-0.0677, 1.1290, -3.6719)  -0.137
C (1.0024, 1.4535, -4.5325)  -0.011
C (0.9301, 1.1461, -5.8936)  -0.051
C (-0.2106, 0.5772, -6.4777)  -0.038
C (-1.2889, 0.2982, -5.6322)  -0.049
C (-1.2089, 0.5819, -4.2644)  -0.048
H (4.9650, 3.2173, -2.5824)  0.085
H (5.2917, 3.1206, -0.7710)  0.080
H (3.6604, 3.6241, -1.4854)  0.078
H (4.8193, 0.8550, -1.5036)  0.112
H (3.3679, 1.3501, -2.4553)  0.105
H (4.5537, 0.5407, 0.6671)  0.127
H (2.9814, 0.3786, 1.4559)  0.106
H (4.7087, 2.8933, 1.1716)  0.059
H (4.2817, 2.1372, 2.6705)  0.090
H (3.0178, 3.0490, 1.8506)  0.067
H (1.8751, 1.9202, -4.1327)  0.093
H (1.8205, 1.3969, -6.5266)  0.129
H (-0.2902, 0.4688, -7.5512)  0.117
H (-2.1827, -0.1357, -6.0597)  0.113
H (-2.1250, 0.3989, -3.6648)  0.081

Atoms 1-6, force components in eV/Å:
0.33 -0.16 -0.70
-0.69 0.52 -1.58
0.26 1.04 1.63
-1.80 -0.97 1.98
0.91 0.48 0.38
0.74 -0.09 0.00

***

Looking at orbital gap for the records above, in order, we have 0.3512 0.2399 Ha.
Looking at ΔE to the lowest compared entry with this formula, charge and spin for the records above, in order, we have 0.024 3.706 eV.